1.
{"formula": "C4H6NP", "method": "ωB97M-V with the def2-TZVPD basis set", "e_above_lowest_ev": 2.6211, "lumo_ev": 0.053, "e_tot_ha": -551.99406, "homo_ev": -6.76, "largest_force_ha_per_bohr": 0.01117, "orbital_gap_ev": 6.81, "species": ["C", "C", "C", "C", "N", "P", "H", "H", "H", "H", "H", "H"], "xyz": [[-1.193, 1.002, -1.725], [-1.087, 0.379, -0.706], [-0.881, -0.385, 0.505], [0.544, -0.139, 1.034], [1.510, -0.378, -0.013], [1.970, 0.737, -1.103], [-1.322, 1.561, -2.605], [-1.608, -0.082, 1.262], [-1.021, -1.449, 0.288], [0.636, 0.906, 1.337], [0.743, -0.788, 1.891], [1.708, -1.364, -0.164]], "lowdin_charge": [0.08, -0.20, -0.21, -0.32, -0.51, 0.64, 0.02, 0.12, 0.12, 0.09, 0.11, 0.05]}

***

2.
{"formula": "C4H6NP", "method": "ωB97M-V with the def2-TZVPD basis set", "e_above_lowest_ev": 3.7794, "lumo_ev": -0.556, "e_tot_ha": -551.95149, "homo_ev": -9.65, "largest_force_ha_per_bohr": 0.08167, "smiles": "[H]/N=P/C#C.C=C", "orbital_gap_ev": 9.09, "species": ["C", "C", "C", "C", "N", "P", "H", "H", "H", "H", "H", "H"], "xyz": [[1.809, 1.158, -1.201], [0.675, 1.024, -0.771], [0.670, -0.604, 1.260], [-0.506, -1.186, 1.225], [-1.647, 0.462, -1.808], [-1.127, 1.391, -0.639], [2.824, 1.025, -1.164], [1.450, -1.265, 0.898], [0.884, 0.331, 1.624], [-0.933, -2.153, 0.999], [-1.400, -0.527, 1.447], [-2.699, 0.346, -1.868]], "lowdin_charge": [0.04, -0.42, -0.14, -0.12, -0.32, 0.78, 0.00, 0.07, 0.03, 0.05, 0.04, -0.01]}

***

3.
{"formula": "C4H6NPS", "method": "ωB97M-V with the def2-TZVPD basis set", "e_above_lowest_ev": 1.8327, "lumo_ev": 0.842, "e_tot_ha": -950.15510, "homo_ev": -8.28, "largest_force_ha_per_bohr": 0.10175, "orbital_gap_ev": 9.12, "species": ["C", "C", "C", "C", "N", "P", "S", "H", "H", "H", "H", "H", "H"], "xyz": [[-1.026, -0.395, -0.491], [-1.110, 0.915, -0.555], [0.700, -1.132, 0.128], [-0.158, 2.020, -0.245], [1.626, -0.302, 0.130], [0.847, -2.891, 0.418], [1.622, 1.364, -0.128], [-1.819, -1.139, -0.893], [-2.106, 1.385, -1.014], [-0.144, 3.004, -0.842], [-0.271, 2.493, 0.810], [-0.073, -2.652, 1.392], [1.911, -2.670, 1.290]], "lowdin_charge": [-0.03, -0.28, -0.63, -0.46, -0.42, 0.82, 0.82, 0.09, 0.13, 0.09, 0.08, -0.12, -0.10]}

***

4.
{"formula": "C4H6NdO2", "method": "ωB97M-V with the def2-TZVPD basis set", "e_above_lowest_ev": 2.6098, "lumo_ev": [-0.821, -0.889], "e_tot_ha": -867.67338, "homo_ev": [-6.13, -6.17], "largest_force_ha_per_bohr": 0.07019, "orbital_gap_ev": [5.31, 5.28], "spin_multiplicity": 5, "species": ["O", "C", "H", "H", "C", "C", "C", "O", "Nd", "H", "H", "H", "H"], "xyz": [[-3.937, -0.436, -0.145], [-2.776, 0.005, 0.474], [-3.788, -0.508, -1.095], [-2.979, 0.345, 1.491], [-1.521, -0.265, 0.034], [-0.317, -0.291, 0.848], [0.245, -1.668, 1.236], [1.520, -1.899, 0.681], [2.080, -0.205, -0.598], [-0.315, 0.445, 1.671], [-1.627, 0.263, -0.988], [-0.466, -2.459, 0.905], [0.289, -1.760, 2.345]], "lowdin_charge": [-0.03, -0.20, 0.09, 0.12, -0.25, -0.37, -0.47, -0.57, 1.36, 0.05, 0.10, 0.10, 0.09]}